No. 1
Below is 17 unconnected molecules or ions with the total composition H35O17, with properties calculated with ωB97M-V/def2-TZVPD.

Results
* HOMO level: -13.74 eV
* multiplicity: 1
* total charge: +1
* calculated total energy: -35368.0669 eV
* energy above the lowest of the compared OMol25 structures with the same formula, charge and spin: 4.257 eV

```
52
Properties=species:S:1:pos:R:3:forces:R:3:mulliken_charge:R:1
O -2.48061 -1.86389 3.82339 -0.1 0.9 -1.6 -0.5804
H -2.60206 -2.84651 0.36327 -0.8 1.5 -0.4 0.2956
H -3.06550 -1.16530 4.14631 0.2 -0.6 0.4 0.2909
O 0.76935 1.64870 -0.81649 -0.6 -1.7 2.1 -0.4839
H -1.53646 0.91429 5.32334 -0.3 1.3 0.7 0.2922
H -1.01837 -2.80364 2.16592 -1.7 -0.6 2.4 0.2769
O -0.83703 1.89538 -2.91500 -1.4 -0.9 -2.1 -0.5209
H -1.08375 2.32417 -3.76323 0.5 0.6 0.7 0.3266
H -1.20875 1.02166 -3.20625 0.8 0.5 1.0 0.2414
O 2.91923 2.01054 -2.53242 -1.4 1.3 -1.4 -0.7278
H 2.30272 2.16843 -3.32256 1.6 -0.6 1.6 0.2983
H 4.07547 -2.32640 -0.97108 0.4 0.7 0.3 0.2599
O -2.02449 -1.13161 -2.85871 2.9 4.4 -1.8 -0.6152
H 1.24030 -0.86304 -2.93234 0.5 -0.9 0.2 0.2469
O 1.98776 -0.16144 0.49147 -2.2 0.5 -2.7 -0.4859
H 2.33395 -0.14289 -0.48066 0.4 -1.5 1.4 0.4258
H 1.45384 0.74768 0.10756 -0.1 -0.7 0.6 0.6211
O -0.49151 -2.51129 1.47879 2.3 1.1 -2.3 -0.5929
H 1.22468 -0.89572 0.38430 1.8 1.8 -0.1 0.4301
H -0.76799 -1.59926 1.29159 -0.4 -0.4 0.3 0.2083
O 2.09622 -0.54527 -2.64780 0.5 1.8 -0.3 -0.5387
H -2.64124 -0.40420 -2.90097 -1.1 -1.2 0.5 0.2784
H 2.82102 -1.14400 -2.45606 -0.5 -0.8 -0.1 0.2883
O 0.57835 3.41113 3.01840 -0.1 0.1 -0.4 -0.5991
H -0.43569 -0.86028 -1.59610 0.3 -1.7 1.3 0.2320
H -0.33681 3.43410 3.27556 -1.0 0.6 -0.2 0.2708
O 4.43552 1.42025 -0.01249 1.9 0.7 -2.5 -0.5624
H 4.78656 2.31543 -0.26436 -0.6 -1.4 0.3 0.3202
H 3.91145 1.55157 0.72993 -1.4 0.5 2.3 0.2748
O -2.76316 3.83779 -1.04995 -2.8 -1.1 2.1 -0.6043
H -2.15111 3.60582 -1.68974 2.2 -0.6 -2.1 0.3049
H -3.31037 3.00308 -0.99198 0.7 1.6 0.0 0.3016
O -1.27589 1.21892 4.44476 -0.1 -1.4 0.7 -0.5809
H -0.01865 -2.18608 -0.63767 -1.6 -0.8 0.0 0.2525
H -1.11190 0.29856 4.18187 0.4 0.3 -1.4 0.2937
O -1.61548 -4.24743 -0.58076 1.4 1.7 -0.6 -0.5546
H -2.38062 -4.67820 -0.87867 -1.5 -1.4 -0.3 0.2894
H -1.31555 -4.55537 0.25636 0.2 -0.8 0.9 0.2869
O -2.72315 -1.89039 0.11908 0.9 -0.1 -0.3 -0.4514
H -3.57722 -1.48430 0.23376 -0.6 -0.7 0.4 0.2237
H 1.23188 2.15569 -1.46515 1.1 0.9 -0.8 0.2695
O 3.89155 -1.37364 -0.90823 -1.2 -1.4 -0.9 -0.5686
H 4.61090 -0.87834 -0.56125 1.3 0.5 0.5 0.2381
H 0.41720 2.18133 -0.10536 -0.4 0.9 0.0 0.2877
O 0.24934 -1.42221 -1.12630 0.5 1.7 -0.5 -0.4438
H 2.91160 1.05545 -2.38639 -0.2 -0.1 -0.5 0.4497
H -2.16701 -2.45606 4.48252 -0.1 -0.3 1.3 0.3010
O -1.03424 0.84839 1.70635 -1.6 0.4 -2.4 -0.5396
H -1.31886 1.71656 2.03553 0.4 -0.3 0.4 0.2602
H -1.62836 0.79897 0.88035 1.4 -0.3 1.7 0.2595
H -2.17034 -1.98444 -2.60510 -1.9 -3.0 1.4 0.2302
H 0.84329 2.83728 3.72264 1.1 -0.7 0.6 0.3235
```
Positions in Å, forces in eV/Å.


No. 2
Below is 17 unconnected molecules or ions with the total composition H35O17, with properties calculated with ωB97M-V/def2-TZVPD.

Results
* HOMO level: -13.01 eV
* multiplicity: 1
* total charge: +1
* calculated total energy: -35367.5122 eV
* energy above the lowest of the compared OMol25 structures with the same formula, charge and spin: 4.812 eV

```
52
Properties=species:S:1:pos:R:3:forces:R:3:mulliken_charge:R:1
O 1.03606 -0.05767 4.16528 -1.6 2.4 0.3 -0.5792
H 1.46754 -0.83556 4.33519 1.6 -3.1 1.2 0.2811
H 0.35165 0.05764 4.84977 0.2 0.0 -0.6 0.3038
O -1.07168 -0.23358 -1.44571 0.5 -1.4 -1.9 -0.4736
H -1.62794 0.50456 -1.65148 -0.6 0.8 0.8 0.3068
H -0.75399 -0.28682 -0.57358 -0.4 0.9 1.5 0.2025
O -2.11664 3.71307 -1.97629 -2.2 -0.3 -1.2 -0.6431
H -1.88588 3.32124 -2.83442 0.5 0.1 0.3 0.3038
H -3.11690 3.72784 -2.13534 1.9 0.1 1.0 0.3166
O 1.22504 0.70505 1.89685 0.0 -2.0 -2.4 -0.5293
H 2.17644 0.94386 1.69457 -0.3 0.4 -0.2 0.5237
H 3.63250 -1.75443 1.63730 -0.1 1.4 -1.4 0.2514
O 3.41451 2.06703 1.36927 1.4 -1.8 -2.8 -0.6126
H 1.27329 0.06023 2.69145 -0.8 1.2 -0.6 0.6315
O -2.67653 -2.69158 0.47136 2.8 -0.7 1.3 -0.5422
H -3.40997 -2.60303 -0.06387 -2.2 0.2 -1.8 0.2356
H -2.06484 -3.42688 0.16995 -1.1 1.1 0.5 0.3730
O -0.69040 -4.23959 0.56510 0.7 -0.8 -0.1 -0.6558
H -0.71154 -5.16943 0.29214 0.1 0.2 0.0 0.3040
H -0.43890 -4.26319 1.49570 -0.2 0.0 0.0 0.3297
O 2.65241 -1.72263 1.52068 1.9 -2.2 2.6 -0.5598
H 3.26373 2.62832 0.59433 0.0 -0.2 0.1 0.3133
H 2.64766 -2.45918 2.19226 -1.6 0.4 -0.8 0.2781
O -4.09410 0.97202 -1.72071 -1.6 -2.5 -1.2 -0.5581
H -3.56355 0.53438 2.00265 -0.8 -5.4 0.9 0.2727
H -4.02338 0.11470 -2.28008 0.9 2.3 0.9 0.3137
O -2.75352 -0.51049 -3.38515 -0.5 3.1 -3.2 -0.6993
H -1.88802 -0.13834 -3.64173 -0.6 -0.6 0.3 0.3265
H -2.63768 -1.24099 -2.87129 1.2 -3.1 2.1 0.3161
O 3.17806 -0.81545 -2.51723 1.0 0.2 0.4 -0.6039
H 2.72404 -0.45756 -3.27097 -0.3 0.2 -0.8 0.3083
H 2.61365 -1.49679 -2.17720 -0.4 -0.5 0.0 0.3101
O 1.16823 0.97092 -3.88215 0.2 1.1 -0.8 -0.6597
H 1.41026 0.83198 -2.95952 -0.2 0.6 0.1 0.3334
H 1.38877 1.90451 -4.15935 -0.2 -1.6 0.8 0.3216
O -2.58992 -2.47079 3.22200 2.5 1.6 1.7 -0.6289
H -3.31889 -3.03368 3.22426 -1.7 -1.2 -0.7 0.2920
H -2.33825 -2.15055 2.36258 -0.7 -0.4 -0.9 0.3081
O 1.39682 -0.48233 -0.43988 0.4 1.3 1.0 -0.8064
H 2.29008 -0.77901 -0.15001 -0.7 -0.1 -0.3 0.3922
H -4.33790 1.77996 1.75077 -0.5 0.1 -0.1 0.2865
O 4.86167 -0.28539 0.59835 -0.2 -0.7 -0.6 -0.5917
H 5.38908 -0.04978 -0.18508 -0.2 0.0 0.6 0.2879
H 5.11402 0.26130 1.33841 0.3 0.5 -0.1 0.2821
O -3.47466 1.39742 1.85105 1.3 5.3 -0.8 -0.5618
H 0.99376 0.12200 0.92560 1.1 1.4 1.6 0.4268
H 0.77853 -1.19746 -0.35851 0.0 -1.3 -0.3 0.3769
O 0.58114 3.98401 -0.51730 -3.4 -0.8 -1.2 -0.6051
H 0.83763 4.85952 -0.30659 0.5 1.4 0.3 0.2913
H -0.41895 4.11976 -0.82498 2.9 -0.7 0.8 0.3338
H 3.04335 2.50554 2.06613 -1.3 2.3 3.0 0.2880
H -5.06826 0.90951 -1.67462 0.4 0.9 0.5 0.2876
```
Positions in Å, forces in eV/Å.


No. 3
Below is 17 unconnected molecules or ions with the total composition H35O17, with properties calculated with ωB97M-V/def2-TZVPD.

Results
* HOMO level: -13.37 eV
* multiplicity: 1
* total charge: +1
* calculated total energy: -35368.9869 eV
* energy above the lowest of the compared OMol25 structures with the same formula, charge and spin: 3.337 eV

```
52
Properties=species:S:1:pos:R:3:forces:R:3:mulliken_charge:R:1
O -3.00221 1.30277 2.17351 0.2 0.9 -0.2 -0.6029
H -2.89679 2.17897 1.72847 -0.3 -1.2 0.2 0.3067
H -2.26992 1.36022 2.80800 0.0 -0.1 -0.1 0.3815
O 3.19618 3.49076 0.26534 1.0 0.8 0.5 -0.6169
H 3.28733 2.54552 0.40100 -0.7 -0.2 -0.6 0.3347
H 2.38554 3.79192 -0.13895 -0.3 -0.6 0.0 0.2370
O -0.55350 1.35348 3.55338 0.3 -0.9 0.5 -0.6162
H -0.61788 0.44403 3.87555 -0.3 0.1 -0.1 0.2522
H 0.31315 1.59545 3.89350 0.0 0.5 -0.1 0.2962
O -1.14586 -1.77659 2.14251 -0.8 -1.1 0.4 -0.7248
H -0.58955 -2.37081 2.68304 -0.4 -0.4 0.3 0.3914
H -3.43566 -1.86976 0.86426 -1.2 0.6 -0.4 0.4875
O 0.75157 -3.19908 3.43298 -0.4 0.3 -0.8 -0.6364
H -2.63074 -2.01178 2.17885 -0.7 -0.2 0.2 0.6073
O -0.05939 4.06016 -1.65009 1.4 0.2 1.1 -0.6455
H 0.72316 3.47958 -1.53418 -0.4 0.5 -0.3 0.3585
H 0.02248 4.55776 -0.80494 -0.6 -0.3 -0.7 0.3237
O -1.16859 -1.25460 -2.20113 -0.1 -0.3 0.0 -0.5181
H -0.39475 -1.00596 -1.67589 0.0 -0.1 0.1 0.2653
H -0.92446 -1.06828 -3.11313 0.1 -0.1 -0.1 0.2638
O -3.66367 -1.86682 1.87121 2.5 0.4 0.7 -0.5101
H 0.79031 -2.27431 3.70469 0.8 -0.5 0.8 0.3012
H -3.61861 -0.91403 2.13603 -0.8 0.3 -0.5 0.4283
O 0.36796 3.11419 1.55230 0.6 -0.1 0.1 -0.5511
H -0.24667 2.25642 -2.07109 -0.8 -0.6 0.2 0.2744
H 0.51104 3.66837 2.32649 -0.2 0.3 0.0 0.2945
O 1.99075 0.26000 -4.34261 -1.0 1.4 1.2 -0.5870
H 1.49491 0.93470 -3.78133 0.8 -1.4 -0.9 0.3208
H 2.17622 0.75595 -5.14528 0.1 -0.1 -0.2 0.3000
O 2.65043 -2.54986 -2.88850 0.1 0.0 0.4 -0.5887
H 3.26461 -1.86466 -2.59858 -0.1 -0.1 -0.3 0.2920
H 2.43560 -2.31788 -3.79631 0.0 0.1 -0.1 0.2695
O 3.01940 0.53458 -0.37727 0.1 -0.2 0.2 -0.6390
H 3.48010 -0.22776 0.01337 -0.1 0.3 -0.3 0.2822
H 3.32720 0.61564 -1.29083 0.0 -0.1 0.2 0.2922
O -2.90587 1.06363 -2.86884 -1.2 -1.7 1.7 -0.6690
H -3.40644 1.60652 -2.24237 0.2 0.8 -0.4 0.3468
H -3.12802 0.20503 -2.39471 0.9 0.9 -1.3 0.2885
O 0.36153 -0.74007 0.42225 0.1 0.0 -0.1 -0.2397
H 0.84067 -0.95133 1.22477 0.0 -0.2 0.1 0.2489
H -1.10864 0.95158 -2.13130 -0.1 0.4 -0.1 0.2739
O -3.41513 -1.48373 -0.64035 0.5 -0.4 0.6 -0.7411
H -2.81179 -2.07066 -1.15315 -0.7 0.9 -0.4 0.3451
H -4.29443 -1.34619 -1.01850 0.3 -0.6 -0.3 0.3259
O -0.30984 1.34150 -1.74692 0.9 0.0 -0.2 -0.4989
H -1.07474 -2.23351 1.29313 0.5 0.6 -0.5 0.3352
H 0.89200 -0.03121 0.05538 0.2 0.5 -0.6 0.1079
O 3.32864 -3.39248 0.64174 -0.4 0.0 0.0 -0.6315
H 3.25610 -3.46265 -0.31994 0.0 -0.1 0.1 0.3395
H 2.59805 -3.93005 0.98555 0.3 0.2 -0.2 0.2916
H 1.04730 -3.80653 4.11794 0.0 0.4 0.3 0.2892
H 1.16095 2.55188 1.58092 -0.4 0.2 -0.3 0.2637
```
Positions in Å, forces in eV/Å.


No. 4
Below is 18 unconnected molecules or ions with the total composition H37O18, with properties calculated with ωB97M-V/def2-TZVPD.

Results
* ⟨S²⟩: 0.75
* HOMO level (spin up / spin down): -2.34 / -9.84 eV
* multiplicity: 2
* total charge: 0
* calculated total energy: -37447.5976 eV
* energy above the lowest of the compared OMol25 structures with the same formula, charge and spin: 5.116 eV

```
55
Properties=species:S:1:pos:R:3:forces:R:3:lowdin_spin:R:1
O -2.08418 4.00428 1.38527 -3.3 1.8 -0.1 0.0611
H -1.27234 -4.77438 -0.41091 0.1 -0.9 1.0 0.0024
H -0.39496 -2.10641 -1.97772 -1.3 0.0 0.6 0.0095
O -1.28601 -1.69011 -1.99286 -0.7 -0.6 0.3 0.0289
H -2.45277 4.28500 0.50638 1.1 -0.4 0.5 0.0264
O 1.04426 0.26138 0.79531 0.9 -0.7 0.1 0.0371
H 1.61607 0.20326 1.59696 0.2 0.5 -0.4 0.0049
H 0.21359 0.02258 1.18730 -1.2 -0.3 -0.1 0.0195
O -3.86395 -0.79955 0.07825 -0.5 -0.4 -0.1 0.0490
H -4.22540 0.08720 0.25732 0.0 -0.6 0.0 0.0327
H -4.56121 -1.46581 0.26688 0.6 0.9 0.0 0.0091
O 2.98979 0.20030 5.39531 -1.2 -1.9 -2.6 0.0051
H 2.49041 -0.09617 6.13529 -0.3 0.2 1.8 0.0012
H 2.39526 -0.39507 4.77497 1.6 1.6 1.0 0.0015
O 0.78571 -1.17403 4.63728 2.9 2.7 -0.3 0.0125
H -0.05151 -0.80347 4.61986 -2.7 1.3 -0.1 0.0050
H 0.66205 -2.05784 4.72247 -0.5 -4.3 0.3 0.0025
O 2.80531 -1.11179 -3.34284 4.3 -0.5 2.0 0.0207
H 2.54294 0.29778 -3.41992 0.2 0.5 0.0 0.0064
H 1.95480 -0.93599 -3.53207 -5.5 -0.4 -1.4 0.0127
O 2.20162 1.21562 -3.83788 -0.5 1.2 -0.7 0.0333
H 1.19898 1.47045 -4.01932 -0.3 -1.4 -0.6 0.0087
H 2.27305 1.97918 -3.27577 1.3 0.7 1.3 0.0203
O -2.15126 1.57550 2.03052 -1.2 2.5 -0.9 0.0641
H -1.99640 1.15992 1.17405 -0.1 0.1 -0.5 0.0335
H -2.93376 4.20753 1.90307 1.8 -0.2 -0.3 0.0219
O 2.72377 -1.63336 -0.77548 -7.0 -2.6 0.3 0.0175
H 2.74134 -1.43066 -2.36878 0.2 0.3 -0.6 0.0041
H 1.83103 -1.25107 -0.23629 2.7 -1.2 -1.9 0.0073
O -2.83708 -0.43851 3.11912 2.2 -2.4 0.6 0.0244
H -3.59098 0.08841 3.23042 -1.4 1.3 0.1 0.0084
H -2.12928 0.17063 2.80376 -1.4 -0.4 0.5 0.0114
O -0.07310 1.72800 -4.78384 -2.1 0.3 -3.1 0.0407
H -0.04148 0.92118 -5.44594 -0.6 2.5 1.7 0.0247
H -0.91099 2.37406 -5.01321 2.8 -2.6 0.9 0.0176
O -1.29505 -4.11855 -1.08402 -0.1 0.5 -0.6 0.0144
H -2.81925 2.35520 1.81280 2.3 -2.3 0.4 0.0269
H -1.14964 -4.58673 -1.90824 0.0 -0.1 -0.2 0.0037
O -0.06543 3.51261 -0.17779 -0.8 -2.2 -2.6 0.0424
H -0.21080 3.08671 0.64889 0.2 0.3 1.3 0.0131
H 0.33435 4.34283 -0.20720 0.9 1.8 0.9 0.0090
O -0.00298 0.35839 -2.64056 3.0 5.4 3.1 0.0430
H -0.38259 0.92966 -1.84447 1.4 -1.5 -2.1 0.0299
H -0.64269 -0.24744 -2.72941 -3.8 -4.0 -0.3 0.0077
O -2.67257 1.57011 -3.70583 3.5 -0.6 -0.4 0.0447
H -2.21338 0.73915 -3.38568 -1.5 1.4 -0.4 0.0116
H -3.58908 1.58945 -3.59975 -2.1 -0.6 0.6 0.0127
O 1.95638 -4.65186 1.87958 -2.6 1.2 -0.2 0.0076
H 2.47797 -4.29806 2.55496 0.7 1.7 2.1 0.0018
H 2.56910 -5.27378 1.63440 1.9 -3.0 -1.9 0.0007
O 2.38210 1.19494 2.84226 0.2 0.2 3.4 0.0168
H 1.51460 1.61583 3.17832 2.2 -0.9 -0.5 0.0114
H 2.95808 0.96882 3.71803 -2.2 1.1 -2.7 0.0020
H 3.28271 -1.01310 -0.50302 4.2 4.1 1.8 0.0062
H -1.94663 -2.18576 -1.42295 1.7 0.6 -0.9 0.0082
```
Positions in Å, forces in eV/Å.


No. 5
Below is 18 unconnected molecules or ions with the total composition H38NO17, with properties calculated with ωB97M-V/def2-TZVPD.

Results
* HOMO level: -13.33 eV
* multiplicity: 1
* total charge: +1
* calculated total energy: -36910.1502 eV
* energy above the lowest of the compared OMol25 structures with the same formula, charge and spin: 0.755 eV

```
56
Properties=species:S:1:pos:R:3:forces:R:3:mulliken_charge:R:1
N 0.30996 0.15669 0.07213 0.7 0.8 -0.3 0.8830
H 0.49449 -0.80487 0.01098 0.5 -1.9 0.0 0.0465
H 0.12233 0.42691 1.00212 -0.4 0.5 1.6 0.1916
H -0.47203 0.36023 -0.49005 -1.6 0.5 -1.1 -0.0085
H 1.10127 0.68264 -0.25661 0.4 0.3 -0.2 0.1169
O -0.55232 -2.30347 -2.75870 -1.2 -1.7 0.4 -0.7234
H 0.30816 -2.50103 -2.41515 0.9 -0.1 0.0 0.4119
H -0.51334 -1.47692 -3.18419 0.2 1.7 -0.7 0.3183
O 0.09117 -0.48979 3.57776 1.5 -0.6 -0.6 -0.5016
H 0.25298 -0.50525 4.51660 -0.2 0.1 0.9 0.2858
H 0.89337 -0.96516 3.24786 -1.1 0.5 0.0 0.2270
O 0.73404 -2.64481 1.37433 1.9 -0.5 0.5 -0.7628
H 1.57883 -3.14507 1.52970 -0.8 0.7 -0.2 0.3437
H 0.12586 -3.24679 1.80394 -0.9 -0.2 0.3 0.3080
O 2.78528 2.92111 -0.98809 -0.5 0.4 -1.6 -0.6306
H 2.95190 2.82709 -1.94861 -0.3 0.5 0.6 0.2798
H 3.34325 2.24845 -0.65090 1.0 -0.9 1.1 0.2769
O 0.43399 -4.45298 -0.70382 1.1 0.4 0.0 -0.5832
H 1.36002 -4.58090 -0.98532 -0.7 -0.4 -0.1 0.3676
H 0.51077 -3.69686 -0.09303 -0.5 -0.3 -0.3 0.2481
O -0.51588 2.41108 2.93491 2.2 0.6 1.9 -0.6426
H -0.66114 1.66681 3.52382 -0.1 -0.1 0.0 0.2995
H -1.13215 2.32349 2.25746 -1.8 -0.6 -1.9 0.3019
O 0.15158 3.46597 -0.18941 0.4 -0.1 0.2 -0.5509
H 1.12246 3.41001 -0.25205 -0.2 0.3 0.0 0.2912
H -0.07138 4.05645 0.54275 0.2 -0.1 -0.2 0.2823
O 2.15768 1.65987 2.15502 1.0 -0.1 -2.3 -0.4823
H 1.38922 2.19452 2.27334 -1.4 0.8 0.4 0.2614
H 2.31180 1.26985 2.98122 0.3 -0.7 1.9 0.2460
O -2.09122 1.74418 0.74524 -0.5 -0.4 -0.6 -0.5513
H -2.83008 1.25619 0.28875 0.2 0.0 0.6 0.2759
H -2.50806 2.57887 0.95146 -0.3 0.5 0.0 0.3146
O -4.07781 0.26095 -0.54105 0.0 0.1 0.6 -0.7520
H -4.26808 -0.42548 0.12545 0.4 0.3 -0.5 0.3478
H -3.28622 0.03545 -1.07515 -0.3 -0.5 -0.1 0.3554
O -2.13782 -1.61581 2.32458 0.4 -0.2 0.0 -0.6421
H -1.43675 -1.47679 2.97251 -0.3 0.3 0.2 0.3873
H -1.65321 -1.96632 1.56297 -0.6 0.1 -0.3 0.3013
O 0.86138 1.13144 -3.04957 0.7 0.2 0.2 -0.4953
H 1.62477 0.53859 -2.95114 -0.3 0.4 -0.3 0.2510
H 1.23773 2.00725 -3.26861 -0.4 -0.7 0.0 0.2578
O -1.79826 -2.28975 -0.34053 -0.5 0.2 0.6 -0.4969
H -1.24852 -2.34871 -1.12088 0.6 -0.1 -1.0 0.2890
H -2.67204 -2.27813 -0.75234 0.0 -0.1 0.4 0.2183
O -1.51531 2.66845 -2.19643 0.2 0.0 -0.7 -0.7115
H -2.21497 2.87182 -1.58745 -0.6 0.4 0.4 0.3013
H -0.72194 2.95196 -1.72095 0.0 0.1 0.2 0.3853
O -2.04990 0.12828 -2.30981 -0.4 -1.5 -0.6 -0.5500
H -2.37850 -0.20224 -3.17728 0.3 0.6 1.0 0.2771
H -1.89360 1.08119 -2.37125 0.3 0.8 -0.5 0.2929
O 1.85880 -1.96665 -1.62893 -1.1 -0.2 0.0 -0.5820
H 2.23813 -2.60829 -1.03666 0.5 -0.1 0.2 0.1940
H 2.54344 -1.37800 -1.89079 1.1 0.5 -0.1 0.2268
O 3.20534 -0.79123 0.70002 0.5 1.1 -1.3 -0.5156
H 3.00877 -1.23933 1.49806 -0.2 -0.5 1.3 0.2432
H 3.59173 0.06482 0.96176 -0.3 -0.5 0.1 0.2760
```
Positions in Å, forces in eV/Å.


> The lowest total charge belongs to which entry?

H37O18


> Among the records above, which one has the lowest calculated total energy?

H37O18